Here is C25H59AlBN8O8 as an isolated structure from OMol25. Energies are from ωB97M-V/def2-TZVPD.

```
102
Properties=species:S:1:pos:R:3:forces:R:3:mulliken_charge:R:1
C 3.1675 -4.2909 0.6046 -0.85 -0.09 -2.35 -0.59
C 2.6818 -4.1195 -0.8230 -0.19 -2.26 2.82 -0.38
Al 1.5287 -2.3993 -1.1240 1.14 -1.18 0.77 -0.14
C 2.6556 -0.8648 -0.2546 1.52 -0.12 2.87 -0.44
C 2.4572 -0.7250 1.2399 0.48 0.41 -2.45 -0.22
B -0.2209 -2.4681 0.0313 -0.40 -0.53 -0.42 0.12
N -0.0206 -2.9044 1.4797 -1.82 0.59 -0.82 -0.04
O -1.5256 -2.0802 -0.5395 0.48 -2.07 0.19 -0.69
H 4.1964 -3.8856 0.9907 -1.33 -2.07 -0.81 0.22
H 2.4062 -4.8130 1.3467 1.24 2.66 -0.94 0.18
H 2.9577 -4.8638 -1.6898 1.41 2.45 1.14 0.24
H 1.2288 -2.1262 -2.6622 0.21 0.31 -0.48 -0.23
H 3.4059 -0.1893 -0.8559 -2.91 0.28 0.80 0.31
H 3.1023 -1.4480 1.9141 -2.71 0.30 -1.15 0.10
H 1.6597 0.0271 1.7103 2.75 -0.73 -0.70 0.07
H -0.1855 -3.9459 1.5207 0.20 1.42 0.24 0.12
H -0.7224 -2.3774 2.0467 0.22 -1.05 -0.15 0.10
H -1.6550 -2.5551 -1.4123 0.74 1.04 1.32 0.21
C 1.3562 -5.5050 6.2314 0.16 -0.26 0.19 -1.39
C 0.7975 -4.8385 5.0052 -0.32 0.16 -1.13 0.89
O 0.6451 -5.4351 3.9443 0.06 0.04 0.68 -0.62
N 0.4551 -3.5205 5.1027 0.05 -0.73 0.05 -0.01
C 0.5631 -2.6640 6.2597 -0.12 0.25 -0.43 -0.88
H 1.5852 -6.5507 6.0133 -0.10 0.25 -0.13 0.29
H 2.2796 -5.0066 6.5398 -0.14 -0.03 0.15 0.34
H 0.6213 -5.4744 7.0411 0.19 0.07 0.05 0.37
H 0.0854 -3.1319 4.2426 0.24 -0.04 0.02 0.11
H -0.4348 -2.2894 6.5015 0.13 0.14 0.26 0.28
H 1.2140 -1.8243 6.0031 -0.04 0.08 0.32 0.24
H 0.9717 -3.1851 7.1250 -0.05 0.03 -0.18 0.34
C -1.9875 0.6014 0.0086 0.26 0.15 0.37 -0.27
C -1.2402 1.8171 0.4813 0.63 -0.28 0.36 0.61
O -0.1829 1.7402 1.0986 -0.52 0.24 -0.19 -0.66
N -1.7795 3.0395 0.2006 0.22 -0.04 0.13 -0.11
C -3.0046 3.3214 -0.5090 0.27 0.35 0.14 -0.79
H -1.4469 -0.3024 0.2992 -0.26 0.72 -0.16 -0.37
H -2.9805 0.5717 0.4661 -0.07 -0.03 -0.21 0.15
H -2.0738 0.6163 -1.0818 -0.12 -0.16 0.14 0.34
H -1.2278 3.8163 0.5462 -0.17 -0.20 -0.11 0.24
H -2.7605 3.9312 -1.3827 -0.32 0.00 -0.10 0.27
H -3.6621 3.8868 0.1563 -0.26 0.00 -0.22 0.19
H -3.5141 2.4147 -0.8337 0.15 0.08 0.11 0.34
C 5.3007 3.6172 -0.8104 0.24 0.14 0.21 -1.36
C 4.5078 2.5610 -1.5284 -0.13 -1.17 -0.34 0.86
O 4.9304 1.4216 -1.6957 0.03 0.86 0.06 -0.66
N 3.2753 2.9083 -2.0018 0.59 -0.03 0.05 -0.07
C 2.6198 4.1904 -1.8989 -0.29 -0.42 -0.18 -0.79
H 6.2598 3.2055 -0.4876 -0.26 -0.08 -0.14 0.30
H 5.4947 4.4593 -1.4808 -0.07 0.06 0.17 0.35
H 4.7553 3.9566 0.0750 0.07 0.13 -0.12 0.35
H 2.7936 2.1523 -2.4749 0.05 0.08 0.28 0.22
H 1.6775 4.0500 -1.3632 -0.03 0.28 0.01 0.20
H 2.4126 4.5499 -2.9102 -0.10 0.29 0.11 0.28
H 3.2272 4.9260 -1.3726 -0.03 -0.18 -0.07 0.33
C -5.7509 0.6470 2.4682 0.10 -0.23 0.12 -1.41
C -6.3096 1.3134 1.2420 -0.19 -0.25 -0.91 0.84
O -6.4620 0.7168 0.1810 0.08 0.29 0.54 -0.66
N -6.6520 2.6315 1.3394 0.11 -0.47 -0.10 -0.16
C -6.5440 3.4879 2.4964 -0.18 0.28 -0.36 -0.83
H -5.5218 -0.3987 2.2500 -0.08 0.26 -0.12 0.30
H -4.8274 1.1454 2.7766 -0.12 -0.04 0.14 0.37
H -6.4857 0.6776 3.2779 0.19 0.07 0.04 0.46
H -7.0217 3.0201 0.4793 0.11 -0.11 0.24 0.23
H -7.5418 3.8626 2.7382 0.15 0.13 0.26 0.29
H -5.8930 4.3277 2.2398 -0.03 0.08 0.32 0.26
H -6.1354 2.9668 3.3617 -0.06 0.01 -0.22 0.33
C -0.8731 -1.7288 -5.1760 0.38 0.08 -0.17 -1.10
C -1.6750 -2.8249 -4.5316 0.26 -0.78 0.59 0.52
O -1.1568 -3.7105 -3.8593 -0.37 0.41 -0.34 -0.67
N -3.0275 -2.8112 -4.7168 0.37 -0.08 0.11 -0.15
C -3.8053 -1.8564 -5.4700 -0.24 -0.25 0.21 -0.50
H 0.1870 -1.8614 -4.9474 -0.26 -0.14 0.22 0.40
H -0.9988 -1.7625 -6.2619 -0.16 0.22 0.08 0.47
H -1.1905 -0.7563 -4.7886 -0.01 -0.02 -0.20 0.29
H -3.5086 -3.5758 -4.2571 0.16 0.22 -0.11 0.26
H -4.5285 -1.3950 -4.7927 -0.11 0.17 -0.22 0.26
H -4.3379 -2.3955 -6.2576 -0.10 0.30 -0.12 0.26
H -3.1869 -1.0801 -5.9197 -0.05 -0.20 0.05 0.06
C -2.5840 2.7434 -7.5574 -0.27 0.16 -0.06 -1.40
C -1.7909 1.4793 -7.3758 0.31 -0.81 0.08 0.88
O -2.2930 0.3659 -7.4901 0.02 0.50 -0.06 -0.66
N -0.4655 1.6028 -7.0728 -0.77 -0.12 -0.22 -0.11
C 0.2905 2.8204 -6.9005 0.34 -0.34 0.11 -0.89
H -3.6221 2.4989 -7.7947 0.26 -0.12 0.06 0.30
H -2.5699 3.3295 -6.6341 0.05 0.09 -0.18 0.37
H -2.1700 3.3289 -8.3835 -0.03 0.09 0.18 0.37
H 0.0110 0.7148 -6.9636 -0.09 0.21 0.04 0.22
H 1.1050 2.8226 -7.6294 0.05 0.28 0.13 0.29
H 0.7074 2.8233 -5.8901 0.10 0.27 -0.10 0.29
H -0.3205 3.7116 -7.0406 0.02 -0.21 0.00 0.33
C 5.6167 -0.8820 6.5544 0.19 -0.22 0.11 -1.25
C 4.4406 0.0474 6.6676 -0.69 0.55 0.05 0.80
O 3.8013 0.1756 7.7067 0.21 -0.14 -0.10 -0.68
N 4.0918 0.7635 5.5587 0.23 -0.41 0.86 -0.14
C 4.7225 0.7424 4.2604 -0.40 0.25 -0.27 -0.54
H 5.7830 -1.3874 7.5086 -0.17 0.20 -0.13 0.29
H 5.4214 -1.6408 5.7914 0.18 0.12 -0.02 0.35
H 6.5178 -0.3154 6.3024 -0.06 -0.18 -0.13 0.36
H 3.2923 1.3699 5.7013 0.20 -0.21 -0.08 0.22
H 5.0659 1.7544 4.0312 0.12 -0.14 -0.24 0.25
H 3.9758 0.4365 3.5231 0.28 0.03 -0.23 0.09
H 5.5689 0.0574 4.2214 -0.17 0.09 0.09 0.30
```
Positions in Å, forces in eV/Å.

Computed properties:
- Highest occupied orbital energy: -1.9 eV
- Kohn-Sham gap: 3.7 eV
- Net charge: -1
- Total energy: -2295.02277 hartree